[1]
Formula: C19H34CoN6O7
Source: the OMol25 dataset
Level of theory: ωB97M-V/def2-TZVPD

LUMO (spin up / spin down), eV: -5.06 / -5.61
HOMO (spin up / spin down), eV: -9.6 / -11.1
E, eV: -81137.3461
<S²>: 6.155
2S+1: 5
Charge: +1
Gap between HOMO and LUMO (spin up / spin down), eV: 4.56 / 5.52

Each line ends with the Mulliken spin population.
Positions of all 67 atoms, in Å:
O -1.1085 -1.2472 -5.2956  0.025
H -1.2230 -1.4784 -6.2469  0.001
Co -0.1027 -0.1548 -2.1278  1.884
N 1.1942 -1.2907 -2.6673  0.043
N -0.9763 -1.9270 -1.8492  0.174
N 0.5695 1.5226 -1.7436  0.070
N -1.6008 0.8149 -1.1699  -0.062
O 2.3682 -0.8087 -2.8307  0.376
O 1.8776 1.7524 -2.0080  0.002
O -2.4917 0.1521 -0.4212  -0.019
O -1.8733 -2.2140 -0.9599  0.341
C -0.3784 -2.9676 -2.4843  -0.012
C 0.8585 -2.5711 -3.0526  -0.028
C -0.1486 2.5935 -1.3534  0.012
C -1.4102 2.1313 -0.8742  0.009
C 1.6593 -3.3661 -4.0350  0.006
H 1.3384 -3.1540 -5.0786  -0.002
H 1.5526 -4.4580 -3.8740  0.003
H 2.7341 -3.1196 -3.9784  0.000
C -1.0100 -4.3021 -2.4055  0.006
H -1.9782 -4.2759 -2.9128  -0.008
H -1.1916 -4.5944 -1.3658  -0.001
H -0.4148 -5.0863 -2.8724  0.003
C 0.3125 4.0004 -1.4286  0.001
C -2.2841 2.8329 0.0937  0.000
H 0.9397 4.1462 -2.3203  0.000
H 0.9223 4.2579 -0.5460  -0.001
H -0.5524 4.6872 -1.4876  0.001
H -3.2533 2.3187 0.1950  0.000
H -2.4667 3.8794 -0.1862  0.001
H -1.8439 2.8826 1.1146  0.002
H 2.1688 0.8164 -2.2518  -0.003
H -2.2419 -0.9107 -0.6146  -0.001
C -2.9776 -0.4480 -4.2692  0.949
H -2.5127 -1.3364 -4.6938  -0.015
H -2.6068 0.5538 -4.4961  0.003
H -3.3845 -0.4363 -3.1989  0.003
O -0.3216 0.4416 -3.8849  0.211
H -0.7123 -0.3133 -4.8156  -0.017
H -0.0001 1.3537 -3.7431  -0.016
C 2.0704 2.9977 5.4456  0.000
C 0.8258 2.1276 5.5645  0.000
N 0.8555 0.9884 4.6565  0.000
C 0.2049 -0.2504 5.1197  0.000
C -1.1255 -0.5993 4.4563  0.000
C 0.8570 1.2920 3.3084  0.003
O 0.6895 2.4481 2.8611  0.000
C 1.1314 0.1433 2.3556  0.003
C 1.8686 -1.0053 2.6725  -0.006
C 1.9154 -2.0179 1.7175  0.001
C 1.2973 -1.8102 0.4778  0.016
N 0.7094 -0.6739 0.1150  0.033
C 0.6378 0.2989 1.0469  0.011
H 2.9742 2.3886 5.5797  0.000
H 2.0551 3.7661 6.2290  0.000
H 2.1005 3.4889 4.4664  0.000
H 0.7503 1.7203 6.5745  0.000
H -0.0624 2.7454 5.3566  0.000
H 0.9033 -1.0911 4.9842  0.000
H 0.0572 -0.1277 6.2009  0.000
H -1.0068 -0.8355 3.3939  0.000
H -1.5418 -1.4836 4.9525  0.000
H -1.8370 0.2257 4.5700  0.000
H 2.3674 -1.0828 3.6431  0.000
H 2.4077 -2.9592 1.9134  0.001
H 1.2973 -2.6098 -0.2647  -0.004
H 0.1677 1.2390 0.7432  0.001

Atomic forces in eV per Å
3.2 -1.2 -1.7
0.6 1.1 1.1
-4.3 -1.3 2.8
3.1 -0.8 -1.3
-0.3 -1.2 1.0
1.0 4.5 1.3
0.7 2.8 1.3
-1.7 -1.0 0.0
0.1 -0.8 -0.5
0.6 -1.1 -0.9
0.9 0.9 -1.6
0.1 1.0 0.2
-0.4 0.5 -0.4
1.9 -2.4 -1.7
-1.8 -3.8 -0.1
0.7 -0.4 0.1
-0.1 0.1 0.7
0.0 0.7 0.0
-0.5 0.0 0.1
0.2 -0.6 -0.2
0.0 0.1 0.1
0.0 0.2 -0.1
0.1 0.2 0.0
0.1 0.3 0.1
-0.6 0.4 0.6
-0.1 -0.1 0.3
-0.2 0.0 -0.3
0.4 -0.4 0.1
0.5 0.2 -0.2
0.1 -0.3 -0.1
0.1 -0.2 -0.6
0.6 0.9 -0.1
-0.9 1.2 0.4
-2.3 1.0 3.4
-1.4 0.5 0.4
-0.3 -0.5 -0.5
0.2 -0.2 -1.4
1.1 1.7 1.2
-0.5 -1.6 -2.1
-0.6 -0.5 -1.3
0.1 0.0 0.0
-0.2 0.6 0.1
-0.3 0.1 -1.2
0.4 -0.6 0.1
0.0 0.1 0.2
0.0 1.3 0.0
0.3 -2.1 0.6
-0.2 0.4 -0.6
-0.4 0.2 -0.3
-0.3 0.4 -0.3
0.3 -0.5 0.3
0.0 0.8 0.6
0.1 -0.5 0.3
-0.2 0.2 0.0
0.0 -0.2 -0.2
0.1 -0.1 0.3
0.0 0.1 -0.1
0.1 -0.2 0.2
-0.3 0.2 0.3
0.1 -0.1 -0.4
-0.1 0.1 0.2
0.0 0.2 -0.1
0.1 -0.1 -0.1
-0.2 -0.1 -0.5
0.1 0.0 0.0
0.1 0.2 0.2
0.2 -0.5 0.4

***

[2]
Formula: C5H10O2
Source: the OMol25 dataset
Level of theory: ωB97M-V/def2-TZVPD

LUMO, eV: 0.82
SMILES: C=C(O)CC.C=O
HOMO, eV: -8.9
E, eV: -9440.6163
Relative energy (zero: lowest compared OMol25 entry of this formula, charge and spin), kcal/mol: 55.96
Gap between HOMO and LUMO, eV: 9.76

Each line ends with the natural charge from an NBO analysis.
Positions of all 17 atoms, in Å:
C 1.9295 -0.1828 0.2313  -0.536
C 0.8747 0.6345 0.2090  0.337
O 0.8116 1.6066 -0.7501  -0.685
C -0.2658 0.6006 1.1951  -0.477
C -1.6698 0.6490 0.5570  -0.625
H 2.0154 -0.9565 0.9851  0.210
H 2.7433 -0.0514 -0.4749  0.212
H 0.0204 2.1410 -0.6092  0.478
H -0.1602 -0.2929 1.8170  0.231
H -0.1380 1.4600 1.8681  0.216
H -2.1386 -0.3363 0.5580  0.240
H -1.6444 0.9639 -0.4922  0.200
H -2.3256 1.3419 1.0913  0.211
C -0.0068 -1.8895 -1.5455  0.285
O -1.0361 -2.2025 -0.9985  -0.527
H 0.0901 -0.9630 -2.1430  0.116
H 0.9005 -2.5227 -1.4985  0.112

Atomic forces in eV per Å
-0.1 0.1 0.0
0.2 -0.3 0.2
-0.1 0.1 0.1
0.0 0.0 0.0
-0.1 0.0 0.0
-0.1 0.1 -0.1
-0.1 0.0 0.1
0.1 -0.1 -0.1
0.0 0.2 -0.1
0.0 -0.1 -0.1
0.1 0.1 0.0
0.0 0.0 0.1
0.1 -0.1 0.0
-0.3 -0.1 0.1
0.5 0.1 -0.2
-0.1 -0.1 0.1
-0.1 0.0 0.0

***

[3]
Formula: C34H42BMoN7O4S3
Source: the OMol25 dataset
Level of theory: ωB97M-V/def2-TZVPD

LUMO, eV: -7.94
HOMO, eV: -13.9
E, eV: -89588.8932
Relative energy (zero: lowest compared OMol25 entry of this formula, charge and spin), kcal/mol: 12.99
Charge: +2
Gap between HOMO and LUMO, eV: 5.92

Each line ends with the Mulliken charge.
Positions of all 92 atoms, in Å:
Mo -0.0617 -0.4471 0.0112  -0.479
C 0.9638 -0.3541 5.0847  -1.896
C 0.0280 0.5641 4.3648  0.531
C -0.9877 1.2478 4.9833  -0.259
C -1.8482 2.0764 4.2435  -0.463
N -1.6570 2.2733 2.9486  -0.849
N -0.6924 1.6053 2.3505  1.044
B -0.4245 1.7630 0.7834  0.310
N -1.6357 2.4076 0.0063  0.359
N -2.0680 3.5907 0.4722  -0.082
C -2.9736 4.2427 -0.2174  0.171
C -3.4833 3.7288 -1.4325  -0.739
C -3.0550 2.5287 -1.9118  0.515
C -3.5566 1.9328 -3.1886  -1.957
C -2.0720 1.8765 -1.1293  0.684
S -1.4026 0.3936 -1.7229  -0.124
C -3.4434 5.5971 0.2853  2.290
C -4.9800 5.6199 0.3067  -1.823
C -2.9382 5.8645 1.6968  -1.654
C -2.9145 6.6635 -0.6839  -1.700
N 0.8076 2.7171 0.6723  0.185
N 0.7760 3.8206 1.4336  0.006
C 1.8035 4.6330 1.3859  -0.295
C 2.9060 4.3605 0.5372  -0.476
C 2.9279 3.2522 -0.2539  0.510
C 4.0625 2.9153 -1.1654  -1.877
C 1.8042 2.3911 -0.1407  0.950
S 1.7484 0.8915 -0.9676  -0.246
C 1.7202 5.8885 2.2448  2.353
C 0.9366 6.9370 1.4405  -1.485
C 3.1097 6.4419 2.5659  -2.200
C 0.9890 5.5719 3.5525  -1.503
C 0.0996 0.7438 2.9792  0.812
S 1.1871 -0.2002 1.9829  -0.286
C -3.0134 2.8261 4.8752  2.353
C -3.3699 2.2461 6.2457  -2.300
C -4.2375 2.7102 3.9585  -1.420
C -2.5933 4.2921 5.0471  -1.180
H 0.7594 -0.3460 6.1526  0.426
H 2.0017 -0.0546 4.9304  0.391
H 0.8598 -1.3787 4.7225  0.423
H -1.1389 1.1274 6.0465  0.471
H -4.2095 4.3039 -1.9911  0.455
H -4.2758 2.6002 -3.6574  0.409
H -4.0458 0.9744 -3.0069  0.418
H -2.7384 1.7582 -3.8891  0.444
H -5.3766 4.8156 0.9290  0.333
H -5.4178 5.5364 -0.6885  0.401
H -5.3178 6.5669 0.7275  0.484
H -3.4040 5.1804 2.4028  0.219
H -3.2043 6.8818 1.9862  0.701
H -1.8607 5.7451 1.7848  -0.113
H -3.2848 6.5197 -1.7005  0.377
H -1.8231 6.6632 -0.7146  0.303
H -3.2418 7.6496 -0.3535  0.497
H 3.7473 5.0388 0.5217  0.353
H 4.8390 3.6740 -1.1045  0.390
H 3.7215 2.8483 -2.1999  0.376
H 4.4934 1.9471 -0.9052  0.411
H 1.4909 7.2481 0.5525  0.435
H 0.7642 7.8209 2.0553  0.446
H -0.0282 6.5468 1.1211  0.117
H 3.6405 6.7871 1.6780  0.456
H 3.7312 5.7095 3.0854  0.444
H 3.0031 7.3054 3.2221  0.444
H -0.0083 5.1758 3.3658  0.061
H 0.8934 6.4846 4.1411  0.481
H 1.5445 4.8438 4.1477  0.385
H -3.6158 1.1836 6.1885  0.477
H -4.2497 2.7629 6.6289  0.446
H -2.5764 2.3892 6.9805  0.426
H -4.6128 1.6856 3.9375  0.424
H -4.0065 3.0074 2.9368  0.094
H -5.0315 3.3554 4.3355  0.429
H -1.8123 4.3889 5.8041  0.366
H -3.4498 4.8841 5.3709  0.448
H -2.2178 4.7117 4.1157  -0.126
O -3.4015 -1.3288 2.2597  -0.593
C -2.4723 -1.3890 1.5139  -0.045
O -1.7214 -0.3310 1.1664  -0.054
C -1.9865 -2.6562 0.8708  0.488
C -2.5266 -3.9213 0.9896  -0.921
C -1.8917 -4.9621 0.3163  -0.256
C -0.7464 -4.7227 -0.4428  -0.716
C -0.2796 -3.4265 -0.5037  0.792
N -0.9022 -2.4473 0.1403  0.166
C 0.9285 -2.9399 -1.2414  0.120
O 1.6685 -3.6009 -1.8828  -0.497
O 1.1190 -1.5785 -1.0622  -0.286
H -3.4117 -4.0757 1.5909  0.579
H -2.2885 -5.9661 0.3846  0.481
H -0.2278 -5.5098 -0.9724  0.544

Atomic forces in eV per Å
0.1 -0.2 0.2
0.0 0.0 0.0
0.0 0.0 0.0
0.0 0.0 0.0
0.0 0.1 0.0
0.0 -0.1 0.0
-0.1 0.1 -0.2
-0.1 0.1 0.1
0.1 0.1 0.2
0.1 0.0 -0.1
0.0 0.0 0.0
0.0 0.0 0.0
0.0 0.0 0.0
0.0 0.0 0.0
-0.1 -0.2 -0.2
-0.1 -0.1 0.1
0.0 -0.1 0.0
0.0 0.0 0.0
0.0 0.0 0.0
0.0 0.1 0.0
-0.1 0.0 0.1
0.1 -0.1 0.0
-0.1 0.0 0.0
0.0 0.1 0.0
0.0 0.0 0.0
0.0 0.0 0.0
0.1 0.0 -0.1
0.1 0.0 -0.1
0.0 -0.1 0.0
0.0 0.0 0.0
0.0 0.0 0.0
-0.1 0.0 0.0
0.1 -0.1 0.0
-0.2 0.2 0.1
0.0 -0.1 0.0
-0.1 0.0 0.0
0.0 0.0 0.0
0.1 0.0 0.0
0.0 0.0 0.0
0.0 0.0 0.0
0.0 0.0 0.0
0.0 0.0 0.0
0.0 0.0 0.0
0.0 0.0 0.0
0.0 0.0 0.0
0.0 0.0 0.0
0.0 0.0 0.0
0.0 0.0 0.0
0.0 0.0 0.0
0.0 0.0 0.0
0.0 0.0 0.0
0.0 0.0 0.0
0.0 0.0 0.0
0.0 0.0 0.0
0.0 0.0 0.0
0.0 0.0 0.0
0.0 0.0 0.0
0.0 0.0 0.0
0.0 0.0 0.0
0.0 0.0 0.0
0.0 0.0 0.0
-0.1 0.0 0.0
0.0 0.0 0.0
0.0 0.0 0.0
0.0 0.0 0.0
0.0 0.0 0.0
0.0 0.0 0.0
0.0 0.0 0.0
0.0 0.0 0.0
0.0 0.0 0.0
0.0 0.0 0.0
0.0 0.0 0.0
0.0 0.0 0.0
0.0 0.0 0.0
0.0 0.0 0.0
0.0 0.0 0.0
0.0 0.0 0.0
0.0 0.0 0.0
0.1 0.1 0.0
-0.1 -0.2 0.0
-0.1 -0.1 0.1
0.0 0.0 0.0
0.0 0.0 0.0
0.0 0.0 0.0
0.0 -0.1 -0.1
0.0 0.3 -0.2
0.2 0.5 0.0
0.0 -0.1 0.0
-0.2 -0.4 -0.2
0.0 0.0 0.0
0.0 0.0 0.0
0.0 0.0 0.0

***

[4]
Formula: C7H14N3OP
Source: the OMol25 dataset
Level of theory: ωB97M-V/def2-TZVPD

LUMO, eV: 0.67
SMILES: Cn1ccnc1P(C)O.C=NC
HOMO, eV: -8.2
E, eV: -23290.6665
Relative energy (zero: lowest compared OMol25 entry of this formula, charge and spin), kcal/mol: 32.18
Gap between HOMO and LUMO, eV: 8.87

Each line ends with the natural charge from an NBO analysis.
Positions of all 26 atoms, in Å:
C -1.8017 -1.9242 0.6158  -0.394
N -0.6986 -2.5103 -0.1573  -0.364
C -0.4751 -3.8359 -0.5160  -0.093
C 0.5839 -3.9339 -1.2685  -0.096
N 1.0940 -2.6941 -1.4454  -0.506
C 0.3465 -1.8442 -0.7295  0.083
P 0.5549 0.0690 -1.0030  1.024
C 2.4039 -0.2027 -1.2567  -0.967
O 0.6439 0.6178 0.5827  -1.024
H -2.6980 -2.5898 0.5359  0.210
H -1.6071 -1.7832 1.6405  0.210
H -2.0444 -0.9595 0.0454  0.216
H -1.2301 -4.4997 -0.1083  0.200
H 0.9738 -4.8725 -1.6340  0.210
H 2.9509 -0.3240 -0.2613  0.235
H 2.3962 -1.1304 -1.8109  0.272
H 3.0526 0.5696 -1.6315  0.225
H -0.0146 1.4195 0.6947  0.510
C -0.6939 3.1693 2.1318  -0.016
N -0.2957 3.1589 0.9639  -0.432
C -0.4581 4.2273 0.0963  -0.455
H -0.6036 2.2833 2.7318  0.173
H -0.9387 4.0576 2.6948  0.146
H -0.5403 5.3032 0.4411  0.193
H 0.4261 4.2124 -0.7027  0.215
H -1.3270 4.0165 -0.6496  0.226

Atomic forces in eV per Å
-1.1 0.1 -3.1
1.0 -0.1 -0.2
-4.6 0.1 3.2
1.4 -0.6 -1.0
0.5 1.3 0.3
0.3 0.8 -1.4
1.6 -1.2 1.6
0.1 0.1 1.8
-2.0 1.1 -0.6
0.8 0.5 -0.1
0.6 0.4 1.1
0.1 -1.2 1.3
0.4 -0.5 -0.3
0.3 0.3 -0.3
-1.3 -0.5 -0.8
0.7 -0.1 -0.3
-0.5 0.6 -1.1
1.9 -1.5 -0.5
0.5 0.4 2.1
-0.6 -1.4 -0.8
0.8 1.9 -4.8
0.0 -0.6 0.2
-0.6 0.6 -0.1
-0.1 -1.3 0.3
-1.5 0.1 1.8
1.1 0.3 1.6